Version P
An isolated molecule of C2H7O2P. Source: the OMol25 dataset; level of theory: wB97M-V/def2-TZVPD.

Atoms and positions in Å:
H -1.99 0.36 -0.61
O 0.94 -0.49 0.77
P 0.69 0.86 -0.09
C -1.22 1.17 -0.18
H 0.29 -1.74 -0.65
O 1.42 1.98 0.50
H -1.59 1.56 0.75
H 1.52 -2.31 0.33
H -1.39 2.00 -0.85
C 0.55 -1.75 0.39
H 1.06 0.54 -1.39
H -0.28 -2.17 1.03

Summary:
Orbital gap in eV: 11.33
SMILES string: CO[P@@H](C)=O


Version Q
An isolated molecule of C2H7O2P. Source: the OMol25 dataset; level of theory: wB97M-V/def2-TZVPD.

Atoms and positions in Å:
C 1.22 0.52 0.34
H 2.34 -0.88 -0.04
H -1.96 1.16 0.21
H 0.66 0.73 1.36
C -1.69 0.07 0.12
P -0.09 -0.38 -0.54
H -1.85 -0.46 0.99
H -0.03 -0.02 -2.00
H -2.46 -0.33 -0.50
O 2.48 -0.03 0.35
H 1.39 1.49 0.01
O -0.01 -1.89 -0.31

Summary:
Orbital gap in eV: 11.10
SMILES string: C[P@H](=O)CO


Version R
An isolated molecule of C2H7O2P. Source: the OMol25 dataset; level of theory: wB97M-V/def2-TZVPD.

Atoms and positions in Å:
H -1.15 2.31 0.00
C -0.51 1.43 0.06
H -1.04 -1.30 1.32
H 1.00 -0.85 -1.53
H 1.05 -0.81 1.11
H -0.56 1.46 1.23
C 0.25 -1.28 -0.80
O 0.81 -1.53 0.48
H -0.17 -2.20 -1.24
P -1.33 -0.22 -0.59
O -1.74 -0.77 0.92
H 0.41 1.55 -0.41

Summary:
Orbital gap in eV: 9.62
SMILES string: CP(O)CO


Relative energy table, unit hartree: version P 0.0000; version Q 0.0326; version R 0.0405


Version P
A structure of composition C4H24BO20. Source: the OMol25 dataset; level of theory: wB97M-V/def2-TZVPD.

Atoms and positions in Å:
O 1.31 -1.37 -1.39
H 1.84 2.02 -1.45
H 0.93 -2.10 -1.85
H -3.33 -0.17 -1.37
C -1.28 2.19 0.53
O 0.55 -4.89 2.57
O 2.93 0.85 1.92
H 2.05 -4.61 -0.28
H 0.24 1.67 -3.19
O -1.38 -1.07 0.20
H 1.01 -0.59 -1.84
O 2.23 -1.77 1.64
O -1.81 1.20 1.00
H 3.26 4.08 -0.02
H -3.06 1.30 -1.51
B -0.84 0.13 0.88
H 2.07 1.16 1.66
H 0.93 -4.58 1.76
O -1.12 -5.33 -0.56
H 3.17 1.31 -1.35
O -3.05 0.47 -1.97
O 1.33 -4.11 0.11
O -0.06 0.79 -2.95
C -0.72 -1.58 2.26
H 1.66 -1.90 2.38
H 0.18 0.32 -3.74
H -0.32 -5.64 -0.13
H 2.84 -0.11 1.99
H -1.28 -4.54 -0.07
H -3.48 3.09 -0.16
O 0.25 0.72 0.11
H 0.82 -3.62 -0.55
O -1.85 3.26 0.43
H -0.13 -4.31 2.77
H -1.36 6.10 -0.93
O -0.30 -2.37 3.08
H 2.03 -2.50 1.04
C -0.02 1.92 -0.03
C -1.35 -1.98 1.04
O 2.63 1.84 -1.95
H -1.03 4.86 -0.10
H 1.86 4.19 -0.51
O -1.59 -3.14 0.78
O -0.61 5.62 -0.51
O 0.77 2.76 -0.49
O 2.64 4.70 -0.37
O -4.20 3.21 -0.74
O -0.40 -0.36 2.21
H -4.95 2.86 -0.37

Summary:
Orbital gap in eV: 9.49
Charge: -1


Version Q
A cluster of 13 separate species, C4H24BO20 in total. Source: the OMol25 dataset; level of theory: wB97M-V/def2-TZVPD.

Atoms and positions in Å:
O 25.60 15.39 -18.63
H 27.14 16.59 -24.01
O 23.43 12.40 -24.91
H 25.70 15.32 -27.79
O 23.66 19.41 -23.89
O 26.06 15.34 -28.69
O 23.61 15.82 -24.44
H 25.80 14.07 -20.05
O 23.43 17.15 -27.60
O 23.67 15.58 -22.01
H 24.61 19.55 -23.96
H 20.95 20.66 -21.59
H 22.34 10.87 -24.82
O 20.06 20.35 -21.38
H 20.12 19.39 -21.48
C 21.68 16.72 -21.86
H 22.59 16.78 -27.33
O 20.09 12.64 -26.32
C 23.96 14.76 -25.17
H 26.12 9.93 -25.15
H 25.73 14.97 -17.78
H 19.38 17.14 -23.00
H 23.46 17.03 -28.55
H 23.55 18.46 -24.02
H 25.35 19.32 -19.24
O 21.64 16.14 -23.05
H 24.78 13.32 -20.90
O 26.41 16.92 -23.49
O 18.69 17.05 -23.67
O 21.65 10.27 -24.51
O 25.72 13.37 -20.72
O 23.35 16.74 -20.10
H 25.63 16.54 -23.91
O 24.59 14.80 -26.18
O 25.94 10.86 -25.02
H 24.99 10.96 -25.13
H 21.72 10.30 -23.55
H 24.80 15.92 -18.54
H 25.72 16.16 -29.06
H 19.67 12.07 -26.97
O 25.60 18.70 -19.93
B 22.88 15.36 -23.24
O 20.85 17.48 -21.42
H 24.79 18.20 -20.10
H 18.99 16.30 -24.21
C 23.35 13.52 -24.50
H 20.52 12.04 -25.71
O 22.70 13.91 -23.42
C 23.02 16.37 -21.19

Summary:
Orbital gap in eV: 10.66
Charge: -1


Relative energy table, unit hartree: version P 0.0728; version Q 0.0000


Version P
A cluster of 2 separate species, ClF2OS in total. Source: the OMol25 dataset; level of theory: wB97M-V/def2-TZVPD.

Atoms and positions in Å:
F -2.54 -1.48 -0.37
Cl 2.93 1.61 2.06
S -1.03 -1.09 -0.74
O -1.01 -0.24 -1.89
F 1.66 1.20 0.94

Summary:
Orbital gap in eV: 4.71
Charge: +1


Version Q
The ion ClF2OS with charge +1. Source: the OMol25 dataset; level of theory: wB97M-V/def2-TZVPD.

Atoms and positions in Å:
Cl -1.80 -0.08 -0.01
F 0.44 -0.73 1.21
S 0.04 -0.08 -0.17
F 0.49 1.44 0.20
O 0.84 -0.56 -1.23

Summary:
Orbital gap in eV: 12.89
Charge: +1


Relative energy table, unit hartree: version P 0.0774; version Q 0.0000


Version P
An isolated molecule of C22H18BrN3O3. Source: the OMol25 dataset; level of theory: wB97M-V/def2-TZVPD.

Atoms and positions in Å:
C 0.98 -1.96 0.45
N 4.56 -1.57 0.70
H 4.89 -2.54 0.67
H 3.17 3.04 -1.02
C -8.61 2.62 -0.05
N -5.46 -0.12 0.04
H -9.91 0.92 -0.19
C -1.29 -2.75 0.22
C 4.93 0.80 0.82
C 4.65 2.87 2.01
O 6.67 -0.83 0.90
H -5.24 2.46 0.14
O -3.07 -1.08 0.19
C -6.55 0.76 0.00
C -0.84 -0.39 0.41
N 3.25 -1.30 0.65
H 3.53 4.40 1.00
C 3.92 3.40 0.95
H 2.71 -3.29 0.47
C -7.30 3.04 0.04
H -7.07 4.10 0.09
H -4.55 0.31 0.10
H -9.42 3.34 -0.07
H -1.22 0.62 0.44
H 0.42 -4.02 0.27
C -6.27 2.12 0.07
H 5.72 1.17 2.76
H 1.21 0.16 0.60
C 4.22 1.35 -0.25
O -6.42 -2.20 -0.08
C -8.89 1.26 -0.11
H -1.97 -3.58 0.11
C 3.72 2.63 -0.18
C 5.49 -0.58 0.80
H -4.03 -2.77 0.90
C -5.46 -1.47 0.00
C 0.50 -0.65 0.50
C 5.15 1.59 1.94
C 2.40 -2.24 0.53
C -1.76 -1.44 0.27
C -7.87 0.33 -0.09
Br 3.95 0.36 -1.85
C 0.07 -3.00 0.31
H 4.82 3.47 2.90
H -3.90 -2.66 -0.87
H -8.08 -0.72 -0.14
C -4.05 -2.08 0.06

Summary:
Orbital gap in eV: 8.66
SMILES string: O=C(COc1ccc(/C=N/NC(=O)c2ccccc2Br)cc1)Nc1ccccc1


Version Q
An isolated molecule of C22H18BrN3O3. Source: the OMol25 dataset; level of theory: wB97M-V/def2-TZVPD.

Atoms and positions in Å:
H 2.93 3.63 1.98
H -4.38 -1.34 -3.54
C 0.11 2.05 2.95
N 4.49 0.58 0.77
C -1.73 -1.28 -3.18
C -2.74 -0.97 -2.20
C -4.74 -0.38 -0.31
H 2.02 1.36 -0.06
C 3.74 0.10 -0.30
H -5.36 0.13 1.42
H -6.12 -0.82 -1.87
H 0.83 0.45 -1.99
O 5.06 1.69 2.61
C 2.26 2.83 2.24
H -0.07 -0.06 3.24
H 0.07 -1.85 -4.77
H 4.11 -2.14 -2.82
C 1.90 0.46 2.58
C 2.38 -0.94 -2.52
H 1.76 -1.57 3.22
C -2.39 -0.59 -0.90
C 0.59 0.75 2.95
C 3.66 -1.39 -2.19
C 1.77 -1.49 -3.74
O -5.72 -0.11 0.56
H 3.41 -1.00 2.99
C 1.80 0.06 -1.73
C 4.32 -0.89 -1.10
H 5.31 -1.25 -0.85
C 2.48 0.57 -0.64
C 0.95 3.09 2.60
H 0.59 4.11 2.61
H -0.91 2.24 3.23
N -0.48 -1.18 -2.93
H 2.40 -1.37 1.59
Br -2.91 0.20 1.79
C -5.07 -0.76 -1.62
H -2.08 -1.62 -4.17
C 2.40 -0.95 2.60
C -4.09 -1.05 -2.54
C 4.17 1.29 1.89
H 5.48 0.37 0.71
N 0.40 -1.49 -3.87
C 2.73 1.52 2.21
H -1.35 -0.54 -0.63
C -3.38 -0.31 0.01
O 2.43 -1.94 -4.66

Summary:
Orbital gap in eV: 8.42
SMILES string: Cc1ccccc1C(=O)Nc1ccc(C(=O)N/N=C/c2ccc(O)c(Br)c2)cc1


Relative energy table, unit hartree: version P 0.0212; version Q 0.0000


Version P
An isolated molecule of C2H5O2P. Source: the OMol25 dataset; level of theory: wB97M-V/def2-TZVPD.

Atoms and positions in Å:
H -1.61 0.00 1.73
H 0.93 -1.30 -0.80
O -3.02 0.41 -0.27
H 0.27 1.33 0.18
P -1.72 0.01 0.24
C 0.34 -0.79 -0.13
H 0.71 -0.91 0.98
H -0.26 0.76 -1.44
C -0.13 0.63 -0.37
O -1.03 -1.42 -0.15

Summary:
Orbital gap in eV: 11.50


Version Q
A cluster of 2 separate species, C2H5O2P in total. Source: the OMol25 dataset; level of theory: wB97M-V/def2-TZVPD.

Atoms and positions in Å:
P 0.99 -0.75 0.41
H -2.32 1.24 0.49
H 3.18 -1.21 0.32
O 0.86 2.02 -0.15
H -1.95 -0.53 0.77
H -2.14 0.12 -0.94
H 0.34 -1.19 -0.75
C 0.51 0.92 0.05
O 2.49 -0.93 -0.28
C -1.96 0.31 0.10

Summary:
Orbital gap (alpha / beta) in eV: 8.26 / 7.93


Relative energy table, unit hartree: version P 0.0000; version Q 0.1113


Version P
A structure of composition C2H3BrOS. Source: the OMol25 dataset; level of theory: wB97M-V/def2-TZVPD.

Atoms and positions in Å:
O -0.98 -1.06 -0.04
H -0.23 0.73 -0.55
C 0.20 -1.52 -0.05
Br 3.57 1.15 -0.09
C -1.17 0.31 0.06
H -0.95 0.69 1.12
H -2.12 0.77 -0.39
S 1.69 -1.08 -0.06

Summary:
Orbital gap (alpha / beta) in eV: 6.26 / 7.68


Version Q
A cluster of 2 separate species, C2H3BrOS in total. Source: the OMol25 dataset; level of theory: wB97M-V/def2-TZVPD.

Atoms and positions in Å:
H 2.31 -0.73 0.31
Br -1.68 0.72 -1.90
C 1.41 -0.80 0.83
S -2.24 1.43 0.06
H 0.74 -1.66 0.47
O 0.84 0.69 2.66
C 1.11 -0.05 1.81
H -1.15 1.00 0.83

Summary:
Orbital gap in eV: 8.99
SMILES string: C=C=O.SBr


Version R
A structure of composition C2H3BrOS. Source: the OMol25 dataset; level of theory: wB97M-V/def2-TZVPD.

Atoms and positions in Å:
C 0.92 0.38 -1.28
Br 1.44 2.15 -1.70
C 0.01 0.09 -0.12
H 0.17 -0.77 0.42
H -0.99 0.01 -0.37
S 1.46 -0.76 -2.44
H 0.22 0.98 0.49
O 2.08 0.02 -3.54

Summary:
Orbital gap (alpha / beta) in eV: 8.44 / 8.44


Relative energy table, unit hartree: version P 0.0707; version Q 0.0000; version R 0.0127


Version P
A cluster of 3 separate species, C2H8OS2 in total. Source: the OMol25 dataset; level of theory: wB97M-V/def2-TZVPD.

Atoms and positions in Å:
C 0.83 0.22 -1.67
H 0.27 0.36 0.99
H 1.13 1.12 -1.13
C -0.45 0.96 1.54
O -0.90 -1.86 0.54
H -0.16 1.79 2.18
H -0.25 -2.37 1.02
H -0.36 -1.58 -0.23
H -1.29 0.40 1.95
H 1.11 0.17 -2.72
H -0.27 0.17 -1.60
S -1.11 1.99 0.20
S 1.44 -1.36 -1.05

Summary:
2S+1: 2
<S²>: 1.72
Orbital gap (alpha / beta) in eV: 7.03 / 4.66
Charge: +1


Version Q
A cluster of 2 separate species, C2H8OS2 in total. Source: the OMol25 dataset; level of theory: wB97M-V/def2-TZVPD.

Atoms and positions in Å:
H 2.53 1.18 0.55
C 1.50 0.96 0.31
H -0.14 -0.56 -1.68
S -2.33 0.09 1.39
H 1.50 -0.95 0.44
H -1.68 -1.47 -1.69
S -1.90 0.58 -0.59
O 1.06 -0.26 0.95
H 0.82 1.75 0.62
H -1.05 0.25 1.80
C -0.99 -0.88 -1.08
H -0.70 -1.48 -0.23
H 1.36 0.80 -0.77

Summary:
2S+1: 2
<S²>: 0.75
Orbital gap (alpha / beta) in eV: 9.66 / 6.09
Charge: +1


Relative energy table, unit hartree: version P 0.1072; version Q 0.0000


Version P
An isolated molecule of C17H19N3O3. Source: the OMol25 dataset; level of theory: wB97M-V/def2-TZVPD.

Atoms and positions in Å:
H -5.61 0.32 1.86
H -3.91 -1.37 2.46
H -5.64 1.26 -0.43
C -3.05 -0.89 -0.79
C 3.75 1.89 0.02
O -0.18 -3.53 0.52
C -2.13 -1.41 -1.85
N -2.06 -2.34 0.93
N 1.45 1.04 -0.20
C 0.04 1.15 0.15
H 1.54 -2.33 -0.38
C -0.35 -0.01 1.07
C -3.00 -1.38 0.52
C -3.94 -0.95 1.46
C -4.00 0.07 -1.10
H 1.16 -0.29 -1.75
C 2.30 2.00 0.25
N -0.03 -1.27 0.44
C -4.91 0.52 -0.16
H 6.39 0.31 -0.76
C 4.66 2.89 0.25
H 4.41 3.88 0.60
H -4.04 0.46 -2.10
H -1.18 -0.86 -1.85
O 1.88 2.99 0.83
H 2.80 -0.28 -1.10
H -1.41 0.05 1.31
H -0.56 1.13 -0.76
C 5.93 2.37 -0.05
C 1.75 -0.22 -0.83
H -0.10 2.10 0.66
H 6.87 2.88 0.01
C 1.37 -1.37 0.10
O 4.41 0.78 -0.40
H 1.99 -1.32 1.01
H -2.44 -3.22 1.25
H -2.59 -1.29 -2.83
H 0.22 0.08 2.01
C -4.89 -0.01 1.13
C -0.72 -2.44 0.62
H -1.90 -2.46 -1.69
C 5.72 1.08 -0.44

Summary:
Orbital gap in eV: 9.57
SMILES string: Cc1ccccc1NC(=O)N1CCN(C(=O)c2ccco2)CC1


Version Q
An isolated molecule of C17H19N3O3. Source: the OMol25 dataset; level of theory: wB97M-V/def2-TZVPD.

Atoms and positions in Å:
C 1.49 1.65 -0.29
C 4.55 -0.35 -0.06
C -3.72 1.41 0.16
C -4.90 -3.95 0.34
H -5.63 -4.75 0.34
C -1.79 -0.02 0.27
N -3.14 0.16 0.34
H -4.67 -0.99 -1.47
H -3.23 3.33 -0.22
C 0.51 0.76 -0.03
H -3.39 -2.16 -1.11
C -4.03 -0.97 0.57
H 5.24 1.30 1.13
H -5.61 -3.21 -1.54
C -1.44 2.34 -0.17
H -3.57 -1.63 1.30
C 6.81 -0.11 0.74
H -4.77 -3.62 1.37
H 0.86 -0.26 0.15
H -6.28 -2.37 -0.15
C -4.31 -1.72 -0.74
O -4.92 1.58 0.21
H -0.46 -1.38 0.42
H 7.55 0.46 1.29
C 4.90 -1.57 -0.64
C 2.87 1.26 -0.31
H 6.46 -2.97 -1.03
C 5.52 0.38 0.64
H 4.15 -2.12 -1.18
O -1.43 -1.30 0.46
H 8.17 -1.67 0.21
N -2.83 2.41 -0.08
N 3.23 0.05 -0.12
H -3.95 -4.35 -0.02
O -0.82 3.36 -0.40
H 3.60 2.05 -0.53
H 1.26 2.68 -0.49
C 6.20 -2.03 -0.56
C -5.37 -2.81 -0.56
C -0.91 1.00 0.03
H -4.96 -0.56 0.97
C 7.15 -1.30 0.13

Summary:
Orbital gap in eV: 7.71
SMILES string: CCCCn1c(O)c(/C=C/C=N/c2ccccc2)c(=O)[nH]c1=O


Relative energy table, unit hartree: version P 0.0094; version Q 0.0000